# 1
A molecular structure, C40H110AlF2N11O14S2 at a distorted geometry. Source: the Open Molecules 2025 dataset; level of theory: ωB97M-V/def2-TZVPD.

Geometry as XYZ:
```
180
Properties=species:S:1:pos:R:3:forces:R:3
S -1.27870 -1.32271 1.01961 -6.90 -7.28 -0.87
S 0.20864 0.30616 0.85706 4.91 5.44 -1.42
Al -3.07916 1.33570 6.04583 0.20 0.04 -0.08
F -2.59529 -1.81174 1.89325 0.95 -0.27 -0.35
F 0.53204 1.66265 1.63033 -0.20 -0.24 0.13
O 8.24290 1.35220 -3.72854 -2.09 -1.29 2.29
O -5.03457 2.68510 1.91529 0.46 0.09 -0.30
O -0.32174 -2.40387 1.17032 -1.24 1.13 -0.55
O 1.47135 -0.44140 1.03288 -3.02 1.26 -0.40
O -1.05234 3.98212 9.50327 -0.64 0.37 0.62
O 3.38067 9.22695 -1.95195 1.51 -2.64 -0.82
O -0.12429 0.83984 -0.49763 0.56 -1.87 3.53
O -8.31861 0.85326 -5.98840 0.45 -0.48 0.44
O 4.33333 -6.65962 -1.17947 -1.80 -0.23 -0.60
O 6.94023 3.04626 3.11757 0.15 -0.27 0.02
O -1.28340 -3.80729 -7.12213 0.40 0.14 -0.89
O -6.25871 -7.28125 0.43174 0.39 -0.64 -0.78
O -0.21890 -2.75808 5.93975 0.58 0.93 -1.01
O -1.94743 -1.08858 -0.26075 1.54 -0.62 1.40
N -6.95315 -5.73614 -3.01207 0.89 -0.35 1.10
N 6.93369 -0.25019 -0.61035 -0.65 0.55 0.27
N -5.59929 -1.22780 -4.57361 -0.21 -0.16 0.45
N -1.08033 -0.10625 1.89903 3.38 2.43 -1.43
N -7.23101 1.32278 3.35728 1.07 -1.15 1.46
N -0.95837 -6.64125 -8.17380 -0.32 0.92 1.27
N 1.51865 6.28982 -3.25111 0.81 -0.19 1.07
N -0.18053 5.01527 6.87380 0.39 -0.34 -0.10
N 4.77525 4.27434 4.16641 -0.77 -0.84 1.57
N 1.10019 -0.70780 7.44560 -1.35 0.24 1.41
N 2.61541 -6.50580 0.99022 1.20 1.71 -0.07
C -8.46104 1.17557 1.37515 -0.61 -0.17 -1.56
C -0.75504 5.35919 9.25562 1.19 -0.66 -0.73
C 1.17545 -2.79098 6.15719 -0.04 1.16 -0.05
C 3.16989 -1.33125 6.56363 2.01 -0.78 -0.44
C 5.69520 0.02914 -2.68340 -0.11 -0.57 -0.50
C 6.74835 4.42608 2.83118 0.59 0.24 0.46
C 3.01350 10.49154 -1.60046 -1.27 0.29 0.80
C 8.24818 2.73549 3.58334 0.41 0.13 0.22
C 2.95619 -7.14332 -1.36881 1.85 -0.01 -0.08
C -0.12870 -5.70502 -10.10702 1.23 0.87 -1.90
C 2.42226 8.50982 -2.69960 -0.40 0.37 -0.25
C 1.68352 -1.37676 6.33382 1.03 0.20 -0.87
C 0.98743 -7.86580 -0.04432 -1.08 -0.24 -0.99
C 3.91298 6.74450 -3.71368 0.10 0.42 0.17
C -6.68658 -6.26445 -0.47063 0.48 -0.47 -0.90
C -5.41776 1.04079 -5.21743 -0.12 0.90 -1.23
C 4.88928 6.25455 2.83248 1.26 0.60 0.07
C -0.06007 -3.27587 -6.57983 -0.57 -0.15 -0.70
C -1.08720 -4.16405 -8.50705 -0.82 0.42 1.18
C 7.07603 -0.03329 -2.03890 0.62 1.87 -0.70
C -4.87256 -6.90645 -2.32740 -0.13 -0.55 1.18
C 2.43715 -7.48414 0.00610 -1.38 -1.30 0.03
C -7.50695 -0.29201 -5.90575 1.18 -0.09 0.19
C -6.43819 -7.00550 1.79799 -0.33 0.53 0.48
C -6.35083 2.50480 1.41946 -0.13 1.39 0.52
C -6.38486 -6.65812 -1.99342 -0.19 -0.34 0.59
C 4.97675 -6.49032 -2.43313 0.08 -0.34 0.03
C -0.63417 -4.05006 5.68212 -1.67 -1.25 1.15
C 9.11463 2.35442 -4.07737 0.45 -0.18 -1.37
C -9.45929 0.57389 -6.76123 0.18 0.29 -0.86
C -4.37326 3.70423 1.15696 -0.22 -0.12 0.17
C 7.93866 1.27673 -2.32216 -0.15 -0.82 -0.59
C 0.99634 6.78679 8.08184 -0.61 -0.66 0.51
C -0.30517 -5.46420 -8.66113 0.09 -0.74 -0.14
C -0.44527 3.47284 10.68638 -0.32 -0.06 -0.13
C -6.41454 -0.04563 -4.86380 0.35 -0.15 0.71
C 5.24657 4.77788 2.95245 0.17 0.42 -1.96
C -7.03460 1.25583 1.91404 -0.95 1.07 0.32
C 0.35096 5.38510 8.20070 0.16 1.40 -0.38
C 2.70674 7.00451 -2.76448 1.06 1.23 -0.71
H 9.03041 2.89310 2.84079 -0.14 -0.03 -0.42
H -4.61071 -7.26754 -3.32195 -0.65 0.38 -0.36
H -8.56413 1.21060 0.29060 0.34 -0.20 -0.28
H -1.02197 -5.74586 -10.73032 -0.55 -0.11 0.57
H -2.04449 -4.31021 -9.00738 -0.37 0.01 0.45
H -4.90054 0.79170 -6.14399 -0.15 -0.27 -0.34
H 5.85753 -5.86349 -2.29385 -0.33 0.32 -0.04
H -4.77113 -1.29535 -5.14782 -0.14 -0.10 -0.72
H 1.44615 -0.85659 5.40581 -0.07 0.24 -0.06
H -0.75806 3.98858 11.59429 0.03 0.47 -0.06
H 2.96926 -8.40396 0.24880 0.39 0.02 0.48
H 2.29137 -6.46847 -1.90796 0.21 0.71 0.11
H -9.10753 0.13364 -7.69425 -0.29 -0.24 -0.26
H 3.56544 -0.35412 6.84085 -0.39 0.28 -0.21
H -0.52989 5.86633 6.45699 -0.89 0.40 0.24
H -6.90976 3.35758 1.80478 -0.49 0.27 -0.02
H -6.98594 -0.54355 -6.82953 -0.18 0.26 -0.68
H 2.15690 10.34374 -0.94282 -0.62 0.67 0.14
H -6.34512 0.44788 1.66919 -0.48 -0.49 0.12
H 1.49624 6.23172 -4.25918 0.04 0.33 -0.23
H 5.10496 -0.86939 -2.50348 0.24 -0.34 0.30
H -9.03384 0.30328 1.68996 0.44 -0.28 0.17
H -0.37131 5.87394 10.13645 -0.25 -0.08 0.31
H 1.99304 -5.72067 0.86246 -0.85 -0.04 0.27
H -10.14672 -0.11381 -6.26869 -0.09 0.05 0.12
H 1.68058 5.34301 -2.93899 -0.58 -0.39 0.04
H 1.66481 -3.19613 5.27149 0.20 -0.34 0.08
H 5.46437 6.72578 2.03543 -0.06 -0.06 -0.26
H 5.22142 6.78235 3.72647 -0.15 0.07 0.24
H 0.20297 7.51311 7.90546 -0.02 0.23 0.13
H -7.46920 -7.05312 2.14848 -0.55 0.38 -0.55
H 1.13270 4.69933 8.52735 -0.11 -0.35 -0.25
H 4.72763 4.32362 2.10838 -0.05 -0.61 0.06
H 4.98292 3.29064 4.26286 -0.14 -0.25 -0.11
H -0.62485 -3.33774 -9.04700 0.45 0.02 0.06
H 8.88707 1.26203 -1.78513 0.15 -0.37 0.27
H 5.77027 0.05077 -3.77060 0.07 0.47 0.00
H -9.09294 2.00858 1.68322 0.42 0.33 0.39
H 3.83737 6.48389 2.66222 0.03 -0.45 0.11
H 9.14480 2.16751 -5.15080 0.47 0.79 -0.21
H -7.76225 -6.15159 -0.33539 -0.14 0.36 -0.27
H -6.36310 2.63679 0.33755 -0.01 -0.54 -0.26
H 3.53792 -1.97535 7.36225 -0.57 -0.22 0.46
H -6.53994 -4.82150 -2.89895 -0.12 0.49 0.09
H 3.50278 -6.06096 0.80367 0.84 -0.11 0.63
H -6.96140 -7.56998 -2.14907 0.33 -0.36 0.03
H 3.63267 7.04562 -4.72307 -0.36 -0.45 -0.22
H 0.38281 -2.64102 -7.34723 0.29 0.14 0.12
H 10.11436 2.15611 -3.69096 0.15 0.41 0.32
H -1.60729 5.90865 8.85579 -0.34 -0.27 0.21
H -4.24736 -6.04704 -2.08523 -0.14 0.19 -0.07
H -6.98455 0.21046 -3.97070 0.29 0.03 0.30
H 7.40186 2.13800 -1.92448 -0.35 0.40 -0.36
H 0.85389 -8.51104 -0.91261 -0.16 -0.71 0.37
H 7.28379 4.98470 3.59886 0.04 0.36 0.27
H -0.53587 -4.50843 6.66617 0.14 -1.18 -0.21
H 5.95073 -0.17390 -0.39110 -0.65 -1.06 -0.15
H -3.42238 3.97398 1.61648 0.10 -0.58 -0.08
H 3.80732 -1.67619 5.74950 -0.25 0.10 -0.55
H 1.41794 -3.36092 7.05411 0.03 -0.44 0.12
H -1.92903 -6.52720 -8.42859 -0.48 -0.67 0.07
H 1.21515 -1.34966 8.21690 -0.52 -0.30 0.49
H -7.68407 0.46162 3.62792 0.28 -0.47 0.16
H 2.69947 11.02822 -2.49570 0.21 0.70 0.18
H 7.69735 -0.75967 -2.56277 -0.16 -0.69 0.36
H -6.51492 -6.10071 -3.84582 -0.49 0.13 -0.67
H 0.37403 -4.81914 -10.49507 0.55 -0.23 -0.46
H -0.19499 -4.63747 4.87579 0.87 0.38 0.01
H -9.93092 1.51855 -7.03195 -0.14 -0.09 0.33
H 0.28124 -7.07417 -0.29474 0.35 0.73 0.13
H 0.61321 -4.10747 -6.37189 0.20 0.14 0.32
H -4.58102 1.22531 -4.54370 -0.53 -0.06 0.61
H 7.16920 0.55406 -0.04660 1.43 0.28 0.03
H 5.26723 4.71875 4.92835 -0.13 0.31 0.33
H 1.65370 6.83175 7.21354 0.28 -0.03 0.26
H 1.43407 8.68106 -2.27268 -0.25 -0.10 0.16
H 8.33234 1.71138 3.94697 -0.55 -0.13 -0.40
H 5.35982 -7.42694 -2.83824 -0.09 -0.40 0.14
H -4.91084 4.65144 1.11331 -0.57 0.01 0.21
H -0.87094 -6.53813 -7.17289 -0.59 -0.78 0.48
H -7.88644 1.98568 3.74597 0.06 0.83 -0.79
H 0.60675 -5.38229 -8.06969 0.45 0.12 -0.56
H -4.51397 -7.73403 -1.71533 -0.06 0.02 0.45
H 4.25166 -6.12365 -3.15969 0.27 0.51 -0.12
H 2.95044 6.79512 -1.72291 -0.18 -0.83 -0.05
H -0.79227 2.45162 10.84381 0.16 -0.09 -0.39
H 0.64115 3.49597 10.60121 0.14 -0.06 0.10
H -6.15829 -5.33606 -0.25359 -0.04 0.34 0.19
H 2.97293 -8.06289 -1.95380 0.16 -0.16 -0.12
H 8.56827 3.33031 4.43881 -0.38 0.46 0.18
H 1.49904 7.00594 9.02384 0.25 0.38 -0.22
H -0.25776 -2.66896 -5.69627 -0.18 -0.33 0.00
H -6.02918 -6.02084 2.02435 0.03 0.14 0.23
H 0.41239 -6.62567 -10.32546 0.22 0.24 0.15
H -8.03939 -1.20318 -5.63304 -0.39 0.05 0.26
H 0.59756 -8.27885 0.88600 0.33 -0.38 -0.15
H 8.72259 3.35075 -3.87310 0.22 0.15 0.18
H -1.69823 -4.12014 5.45639 -0.17 0.66 0.03
H -5.19828 -1.12400 -3.65247 -0.27 -0.23 0.46
H -6.00082 -7.73541 2.47919 0.74 -0.24 -0.73
H 4.27009 5.71503 -3.68617 -0.27 -0.08 -0.13
H 3.77162 10.94400 -0.96122 0.23 0.16 -0.63
H 5.06020 0.82641 -2.29710 0.31 0.39 -0.10
H 2.38223 8.87260 -3.72668 0.03 0.37 -0.31
H -4.27854 3.36759 0.12458 0.43 -0.04 -0.07
H 4.79372 7.37233 -3.57868 -0.06 0.15 0.78
H 1.69375 0.04502 7.76346 0.01 0.48 -0.39
H -5.96221 1.95562 -5.45148 0.10 0.27 0.24
H 0.63451 4.95985 6.27988 0.46 -0.81 -0.21
H 7.23777 4.69302 1.89452 -0.31 0.02 -0.42
```
Forces are in eV/Å.

Computed properties:
Energy, hartree: -4482.9737
Total charge: +2
HOMO level, hartree: -0.4469
Gap between HOMO and LUMO, eV: 1.1
ΔE to the lowest compared entry with this formula, charge and spin, kJ/mol: 851.3

---

# 2
A molecular structure, C20H9Cl4F2IN3O2Rh at a distorted geometry. Source: the Open Molecules 2025 dataset; level of theory: ωB97M-V/def2-TZVPD.

Geometry as XYZ:
```
42
Properties=species:S:1:pos:R:3:forces:R:3
I 1.42712 5.68382 -2.10461 -0.12 -0.22 0.18
Rh 0.24533 -0.00885 -0.08081 -0.15 0.59 0.17
Cl -3.67355 -2.51673 -0.52119 -0.23 0.24 -0.03
Cl -5.23090 3.39781 0.76357 0.11 -0.07 -0.01
Cl -6.64505 -1.66317 -0.43157 -0.03 0.04 -0.03
Cl -7.43642 1.30183 0.03823 0.16 -0.06 0.00
F 5.22075 2.07173 0.33618 0.24 0.21 0.08
F 4.81812 -2.54298 -0.16803 0.20 -0.14 -0.02
O -1.81841 -0.28618 -0.03803 -1.10 0.34 -0.01
O -2.56573 2.18030 0.94565 -0.51 -0.41 -0.30
N 0.25007 2.82810 0.74765 -0.16 0.28 0.02
N 0.24298 2.02286 -0.31578 -0.16 0.16 -0.01
N 0.60682 -1.95876 0.05284 0.35 -1.06 -0.13
C -4.08843 -0.87741 -0.16686 -1.70 -0.90 -0.21
C 5.05455 -0.24788 0.07993 0.32 0.37 -0.02
C -5.78279 0.84763 0.10336 0.33 1.31 0.36
C -3.42615 1.41541 0.50909 1.55 0.33 0.31
C -5.42001 -0.50140 -0.14683 1.28 -1.23 -0.23
C -0.10333 -4.23686 0.00641 0.39 -0.28 0.05
C 1.22226 -4.66092 0.05286 -0.56 -0.02 0.02
C 0.56217 4.09161 0.42109 0.09 0.14 -0.12
C -3.04010 0.03937 0.07652 1.93 0.34 0.05
C 2.23766 0.04617 0.09673 -0.23 -0.78 0.06
C 2.22391 -3.72013 0.08319 0.37 0.43 -0.01
C 4.23156 -1.33833 -0.03122 -0.89 -0.21 0.25
C -0.35585 -2.88481 0.01738 -0.10 0.11 0.16
C 0.81153 4.08996 -0.93123 0.15 0.32 -0.17
C 2.83498 -1.25140 0.02560 0.90 1.18 0.05
C 0.59969 2.76996 -1.34926 -0.11 0.08 -0.02
C 1.91531 -2.35410 0.05650 -1.08 -0.81 -0.18
C -4.81826 1.76895 0.41317 -1.35 0.11 -0.07
C 4.44707 0.98589 0.22671 -0.35 -0.41 -0.06
C 3.07357 1.14344 0.24085 0.28 0.36 -0.14
H -0.14905 2.50210 1.61000 -0.05 -0.17 0.05
H -1.37124 -2.51591 0.01016 0.32 0.04 -0.01
H 0.58731 4.88898 1.14262 -0.02 -0.03 0.04
H 3.25821 -4.02060 0.12110 -0.03 -0.02 -0.04
H 2.70884 2.15764 0.34132 -0.10 -0.02 -0.04
H -0.92267 -4.93999 -0.02111 -0.03 0.00 0.00
H 1.45703 -5.71667 0.06745 0.06 0.00 -0.01
H 0.68128 2.36108 -2.34178 0.06 -0.11 0.06
H 6.12982 -0.35158 0.06215 -0.01 -0.01 -0.03
```
Forces are in eV/Å.

Computed properties:
Energy, hartree: -3530.9740
HOMO level (spin up / spin down), hartree: -0.2652 / -0.2680
Gap between HOMO and LUMO (spin up / spin down), eV: 4.4 / 4.5

---

# 3
C4H7N2OP in the gas phase at a distorted geometry. Source: the Open Molecules 2025 dataset; level of theory: ωB97M-V/def2-TZVPD.

Geometry as XYZ:
```
15
Properties=species:S:1:pos:R:3:forces:R:3
P -1.42336 -0.01536 -0.40753 3.15 1.19 3.15
O -2.55522 -0.17680 -1.27641 -1.27 -0.07 -1.62
N -0.54329 -1.46242 -0.11841 0.46 0.18 0.44
N -1.92373 0.48188 1.13163 -2.70 -0.57 -0.90
C 0.68829 -1.51112 0.21399 -0.52 -0.12 -1.41
C 1.65252 -0.29994 0.24448 -0.48 -1.82 -0.97
C 1.26427 0.68915 -0.77720 -2.12 1.98 1.32
C 0.01546 1.17501 -0.87565 -1.41 -3.83 0.23
H 2.64875 -0.63137 -0.03263 0.24 -0.26 0.65
H 1.11227 -2.54085 0.23841 0.00 0.75 0.56
H 1.61032 0.14245 1.22352 0.37 0.19 0.53
H -2.98234 0.33628 1.36506 3.11 0.36 -0.47
H 2.00586 1.32149 -1.16510 1.35 0.39 -0.85
H -0.29605 1.81871 -1.63061 -0.10 1.63 -1.03
H -1.27374 0.67287 1.86646 -0.06 0.00 0.36
```
Forces are in eV/Å.

Computed properties:
Energy, hartree: -682.7252
Structure (SMILES): N[P@@]1(=O)C=CCC=N1
HOMO level, hartree: -0.3440
Gap between HOMO and LUMO, eV: 9.7
ΔE to the lowest compared entry with this formula, charge and spin, kJ/mol: 31.4